C45H42BBaN10O2S4Se2 | wB97M-V/def2-TZVPD

Last column: Mulliken charge in e.
Geometry (Å):
Ba1 -0.98 0.01 0.22  1.012
C1 -1.59 -6.04 0.33  -1.303
C2 -1.74 -4.68 0.91  0.958
C3 -2.61 -4.27 1.90  -1.300
C4 -2.35 -2.91 2.08  -0.558
N1 -1.40 -2.52 1.24  1.047
N2 -1.01 -3.60 0.53  0.144
B1 0.13 -3.56 -0.52  -1.885
N3 1.41 -2.90 0.07  -0.309
N4 1.55 -1.58 0.38  2.135
C5 2.80 -1.42 0.80  -0.611
C6 3.48 -2.65 0.79  -1.075
C7 2.56 -3.56 0.33  0.046
C8 2.75 -5.03 0.14  -1.504
C9 3.38 -0.11 1.15  0.732
C10 2.71 1.09 0.93  0.839
C11 3.31 2.31 1.21  -1.149
C12 4.60 2.36 1.70  -0.939
C13 5.29 1.17 1.93  -0.770
C14 4.68 -0.05 1.66  -0.511
N5 -0.27 -2.92 -1.87  0.038
N6 -0.58 -1.61 -2.04  2.293
C15 -0.95 -1.46 -3.31  -0.356
C16 -0.85 -2.68 -3.99  -1.515
C17 -0.42 -3.58 -3.05  0.635
C18 -0.14 -5.04 -3.24  -1.382
C19 -1.44 -0.17 -3.82  0.559
C20 -1.09 1.06 -3.27  1.039
C21 -1.64 2.24 -3.75  -0.817
C22 -2.54 2.22 -4.80  -0.708
C23 -2.88 1.00 -5.37  -0.735
C24 -2.34 -0.17 -4.89  -1.012
C25 -2.93 -1.91 3.00  0.249
C26 -4.30 -1.68 3.03  -0.484
C27 -4.82 -0.70 3.86  -0.596
C28 -3.98 0.06 4.66  -0.448
C29 -2.62 -0.17 4.63  -0.457
C30 -2.09 -1.15 3.80  -0.158
H1 -2.24 -6.73 0.87  0.381
H2 -0.57 -6.41 0.40  0.193
H3 -1.88 -6.07 -0.72  0.141
H4 -3.32 -4.88 2.43  0.510
H5 0.41 -4.70 -0.75  -0.183
H6 4.50 -2.86 1.07  0.499
H7 3.76 -5.30 0.45  0.442
H8 2.63 -5.32 -0.91  0.184
H9 2.04 -5.61 0.73  0.224
H10 1.69 1.09 0.59  0.317
H11 2.76 3.22 1.02  0.618
H12 5.08 3.31 1.90  0.434
H13 6.30 1.19 2.32  0.389
H14 5.22 -0.96 1.85  0.313
H15 -1.06 -2.88 -5.03  0.577
H16 -0.34 -5.30 -4.28  0.389
H17 -0.78 -5.66 -2.61  0.124
H18 0.89 -5.29 -3.02  0.204
H19 -0.38 1.16 -2.45  0.293
H20 -1.36 3.18 -3.28  0.266
H21 -2.99 3.14 -5.16  0.445
H22 -3.60 0.96 -6.18  0.332
H23 -2.65 -1.12 -5.31  0.355
H24 -4.95 -2.23 2.36  0.414
H25 -5.89 -0.50 3.85  0.360
H26 -4.39 0.84 5.28  0.369
H27 -1.95 0.44 5.24  0.360
H28 -1.02 -1.32 3.76  0.391
O1 -5.89 4.65 -2.24  -0.682
C31 -5.33 3.77 -1.63  0.619
S1 -4.51 3.99 -0.08  -0.149
C32 -3.94 2.34 0.13  -0.342
C33 -4.27 1.45 -0.83  0.082
S2 -3.87 -0.25 -0.94  -0.383
S3 -5.22 2.10 -2.17  -0.160
S4 -3.00 2.04 1.58  -0.320
Se1 1.92 4.45 -3.23  -0.035
Se2 3.88 3.82 -2.18  -0.064
C34 3.73 1.89 -2.25  0.359
C35 4.89 1.17 -2.02  -0.694
C36 4.81 -0.21 -2.07  -0.747
C37 3.59 -0.81 -2.37  -0.510
C38 2.50 0.02 -2.60  -0.191
N7 2.56 1.35 -2.52  0.038
C39 0.80 4.85 -1.70  -0.335
C40 0.82 6.14 -1.19  -0.429
C41 -0.07 6.46 -0.18  -0.640
C42 -0.96 5.50 0.26  -0.449
C43 -0.90 4.23 -0.32  -0.495
N8 -0.03 3.90 -1.27  0.350
H29 5.83 1.67 -1.81  0.410
H30 5.68 -0.82 -1.88  0.372
H31 3.47 -1.88 -2.40  0.485
H32 1.53 -0.40 -2.82  0.403
H33 1.52 6.86 -1.59  0.490
H34 -0.09 7.46 0.24  0.383
H35 -1.70 5.70 1.02  0.455
H36 -1.59 3.46 0.02  0.718
C44 1.38 2.45 5.43  -1.145
N9 1.06 1.46 4.43  -0.032
C45 0.25 1.68 3.36  -0.475
N10 -0.41 2.86 3.30  -0.112
O2 0.18 0.84 2.46  0.447
H37 2.17 2.05 6.07  0.388
H38 0.52 2.67 6.07  0.305
H39 1.74 3.38 4.99  0.330
H40 1.64 0.64 4.34  0.334
H41 -0.55 3.38 4.16  0.189
H42 -1.18 2.90 2.62  -0.257

The net charge is -1. For the maximum force, the calculation gives 0.55 eV/A. For the HOMO-LUMO gap, the calculation gives 5.17 eV. Its total energy is -8884.413373 hartree. The calculation puts the molecular weight at 1189.23 g mol⁻¹. Its HOMO energy is -3.28 eV. As for the relative energy (zero: lowest compared OMol25 entry of this formula, charge and spin): 8.6 kcal per mole.


C24H11Cl4IrN2O5S2 | wB97M-V/def2-TZVPD

Last column: Mulliken charge in e.
Geometry (Å):
Ir1 -0.59 1.64 0.96  2.162
Cl1 1.38 -0.68 7.08  -0.241
C1 1.41 -0.14 5.43  0.350
C2 2.58 -0.19 4.70  0.104
Cl2 4.05 -0.77 5.43  -0.252
C3 2.58 0.24 3.37  0.319
Cl3 4.03 0.19 2.42  -0.229
C4 1.42 0.71 2.76  0.358
O1 1.39 1.10 1.49  -1.287
C5 0.21 0.76 3.51  0.243
O2 -0.87 1.21 2.92  -1.058
C6 0.23 0.33 4.83  0.142
Cl4 -1.26 0.39 5.72  -0.230
S1 -0.61 3.84 1.41  -0.530
C7 -2.29 4.28 1.32  0.484
C8 -2.61 5.65 1.60  -0.111
N1 -2.83 6.76 1.81  -0.566
C9 -3.25 3.38 0.98  0.489
S2 -2.85 1.73 0.64  -0.506
C10 -4.63 3.76 0.90  -0.138
N2 -5.75 4.04 0.84  -0.569
O3 -0.15 -0.42 0.04  -0.671
C11 -0.05 -0.39 -1.39  3.161
C12 -0.32 1.06 -1.92  0.306
O4 -0.45 1.23 -3.13  -0.717
O5 -0.29 1.99 -1.05  -0.686
C13 -1.04 -1.45 -1.89  -0.686
C14 -1.71 -1.35 -3.11  -0.301
C15 -2.56 -2.37 -3.53  -0.912
C16 -2.76 -3.50 -2.74  -0.344
C17 -2.10 -3.59 -1.52  -0.846
C18 -1.25 -2.58 -1.11  -0.249
C19 1.36 -0.76 -1.87  -0.285
C20 1.57 -0.98 -3.23  -0.266
C21 2.82 -1.30 -3.72  -0.949
C22 3.91 -1.42 -2.86  -0.349
C23 3.71 -1.20 -1.51  -0.968
C24 2.45 -0.87 -1.02  0.036
H1 0.71 -0.26 0.47  0.066
H2 -1.57 -0.47 -3.71  0.521
H3 -3.08 -2.27 -4.47  0.362
H4 -3.43 -4.28 -3.07  0.374
H5 -2.25 -4.46 -0.89  0.376
H6 -0.76 -2.65 -0.15  0.439
H7 0.74 -0.88 -3.92  0.385
H8 2.96 -1.46 -4.79  0.361
H9 4.89 -1.67 -3.24  0.373
H10 4.54 -1.26 -0.81  0.395
H11 2.37 -0.67 0.05  0.142

The net charge is -2. For the maximum force, the calculation gives 0.46 eV/A. For the HOMO-LUMO gap, the calculation gives 5.91 eV. Its total energy is -4148.565568 hartree. The calculation puts the molecular weight at 805.52 g mol⁻¹. Its HOMO energy is -1.81 eV. As for the relative energy (zero: lowest compared OMol25 entry of this formula, charge and spin): 3.4 kcal per mole.


C20H24AuF4N3 | wB97M-V/def2-TZVPD

Last column: Mulliken charge in e.
Geometry (Å):
Au1 -0.53 0.24 0.09  0.046
C1 1.69 -2.13 -2.13  -1.146
C2 1.85 -0.68 -2.57  -0.691
N1 2.05 0.22 -1.46  0.766
C3 3.28 0.09 -0.73  -0.769
C4 4.53 0.67 -1.42  -1.217
C5 1.57 1.57 -1.69  -1.808
C6 1.53 2.45 -0.46  -0.508
N2 0.72 1.90 0.63  -0.381
C7 0.64 2.62 1.75  0.502
C8 0.09 2.06 2.95  0.022
F1 -0.27 0.76 2.97  -0.274
C9 -0.05 2.75 4.12  0.161
F2 -0.59 2.11 5.19  -0.346
C10 0.36 4.07 4.29  -0.699
C11 0.94 4.63 3.17  0.140
F3 1.37 5.91 3.24  -0.353
C12 1.09 3.96 1.98  0.527
F4 1.68 4.69 0.98  -0.365
H1 1.37 -2.74 -2.98  0.432
H2 0.91 -2.18 -1.36  0.130
H3 2.62 -2.56 -1.75  0.326
H4 0.92 -0.38 -3.05  0.433
H5 2.65 -0.59 -3.34  0.263
H6 3.44 -0.97 -0.52  0.445
H7 3.15 0.57 0.25  0.332
H8 4.73 0.16 -2.36  0.287
H9 5.41 0.55 -0.78  0.407
H10 4.41 1.73 -1.63  0.268
H11 0.56 1.48 -2.09  0.547
H12 2.18 2.11 -2.46  0.415
H13 1.15 3.42 -0.81  0.430
H14 2.55 2.64 -0.11  0.440
H15 0.22 4.61 5.21  0.443
C13 -1.11 -4.14 -0.04  -1.437
C14 -2.46 -3.48 -0.07  1.064
C15 -3.61 -4.22 0.12  -0.443
C16 -4.88 -3.65 0.10  -0.606
C17 -4.96 -2.26 -0.10  -0.580
C18 -3.84 -1.48 -0.29  1.222
C19 -3.98 0.00 -0.52  -1.294
C20 -2.49 -2.04 -0.31  -0.895
N3 -1.40 -1.38 -0.62  -0.491
H16 -1.10 -4.99 0.66  0.391
H17 -0.36 -3.41 0.26  0.277
H18 -0.80 -4.51 -1.03  0.172
H19 -3.51 -5.29 0.30  0.258
H20 -5.77 -4.24 0.26  0.313
H21 -5.93 -1.78 -0.12  0.205
H22 -5.02 0.31 -0.40  0.346
H23 -3.63 0.27 -1.53  0.227
H24 -3.34 0.57 0.16  0.068

The net charge is -2. For the maximum force, the calculation gives 0.61 eV/A. For the HOMO-LUMO gap, the calculation gives 4.06 eV. Its total energy is -1475.843915 hartree. The calculation puts the molecular weight at 579.39 g mol⁻¹. Its HOMO energy is 0.89 eV.